w | # C5H15N2O

2 unconnected molecules or ions with the total composition C5H15N2O (ωB97M-V/def2-TZVPD, the OMol25 dataset).

Element x y z (Å)
C: 1.348 -0.546 1.978
H: -2.207 1.425 -0.347
C: -1.136 -1.563 -0.988
C: 0.489 0.721 1.767
H: 2.973 0.881 -1.705
H: -2.315 0.553 1.245
H: 2.120 -0.557 1.380
C: -1.732 0.626 0.202
H: 1.754 -0.413 3.051
H: 0.804 -1.530 1.899
H: -0.014 2.096 0.149
C: -0.168 1.015 0.420
H: -0.259 0.559 2.597
O: 2.219 1.425 -1.401
H: 0.458 -1.851 -2.204
N: -1.900 -0.802 -0.219
N: -0.112 -1.173 -1.801
H: 0.249 -0.222 -1.842
H: -1.519 -2.643 -1.176
H: 0.493 0.512 -0.292
H: 2.373 1.814 -0.528
H: 1.035 1.574 2.187
H: -2.411 -1.285 0.658

The molar mass comes out at 119.19 g mol⁻¹. The net charge is +1. For the HOMO-LUMO gap, the calculation gives 10.77 eV.

Atomic partial charges in e from the natural (NBO) method, atoms 1 to 4: -0.589 0.248 0.391 -0.426

***

x | # C5H15N2O

2 unconnected molecules or ions with the total composition C5H15N2O (ωB97M-V/def2-TZVPD, the OMol25 dataset).

Element x y z (Å)
H: 1.130 2.752 -1.041
H: -0.953 -0.622 2.361
H: -2.261 -1.605 1.752
C: -1.415 -0.995 1.454
C: -0.361 -1.793 0.663
H: 0.446 -1.977 1.367
C: -0.624 0.468 -0.270
N: 0.038 -0.866 -0.464
H: -0.481 -1.224 -1.261
H: 2.420 -0.702 -2.848
H: -2.113 0.987 1.161
H: -0.624 -2.728 0.172
C: -1.872 0.128 0.549
H: 2.410 0.325 -1.718
H: -0.884 0.834 -1.263
N: 1.339 1.942 -0.485
O: 2.440 -0.630 -1.881
H: 2.248 1.942 -0.061
H: -0.296 2.307 0.789
H: 1.060 -0.851 -0.616
H: 0.809 0.986 1.241
H: -2.744 -0.142 -0.011
C: 0.287 1.464 0.409

The molar mass comes out at 119.19 g mol⁻¹. The net charge is +1. For the HOMO-LUMO gap, the calculation gives 10.72 eV.

Atomic partial charges in e from the natural (NBO) method, atoms 1 to 4: 0.393 0.225 0.252 -0.425

***

y | # C5H15N2O

2 unconnected molecules or ions with the total composition C5H15N2O (ωB97M-V/def2-TZVPD, the OMol25 dataset).

Element x y z (Å)
H: -4.207 0.902 0.478
H: -2.943 1.992 -0.128
H: -2.223 -2.144 -0.434
H: -2.991 -0.056 -1.384
H: -2.279 -1.383 1.160
N: 0.617 0.289 -0.577
H: 3.332 -1.784 0.482
H: -2.662 1.043 1.340
H: 4.721 0.095 0.966
H: 1.936 1.735 -1.087
C: -2.721 -1.390 0.166
C: 3.808 0.641 0.742
H: -1.534 0.129 -0.582
C: 3.037 -0.056 -0.382
H: 3.669 -0.100 -1.284
H: 4.074 1.651 0.448
H: -3.776 -1.644 0.254
O: 2.627 -1.361 -0.019
C: -3.133 1.034 0.355
H: 0.662 -0.675 -0.224
N: -2.564 -0.061 -0.453
H: 3.196 0.686 1.640
C: 1.799 0.727 -0.716

The molar mass comes out at 119.19 g mol⁻¹. The net charge is +1. For the HOMO-LUMO gap, the calculation gives 10.80 eV.

Atomic partial charges in e from the natural (NBO) method, atoms 1 to 4: 0.233 0.244 0.241 0.433

***

z | # C5H15N2O

2 unconnected molecules or ions with the total composition C5H15N2O (ωB97M-V/def2-TZVPD, the OMol25 dataset).

Element x y z (Å)
C: 0.323 -1.100 0.222
H: -1.027 1.673 -2.079
N: 0.529 0.273 2.154
H: 1.502 0.373 2.554
H: 0.697 -2.913 3.077
H: -0.807 3.627 -0.937
H: -0.123 -2.107 -0.093
O: -0.223 2.879 -1.058
H: 0.516 2.882 -0.439
N: -0.968 0.695 -2.835
C: 0.212 -1.075 1.773
H: -1.148 0.576 -0.158
H: 1.444 -1.091 0.108
H: 2.050 -1.624 2.988
H: -0.953 -1.236 2.006
C: -0.519 -0.348 -1.983
C: 1.119 -2.046 2.472
H: -0.202 -1.198 -2.480
H: -0.091 0.958 2.755
C: -0.536 -0.201 -0.679
H: 1.747 -2.618 1.658
H: -2.011 0.556 -2.995
H: -0.336 0.954 -3.557

The molar mass comes out at 119.19 g mol⁻¹. The net charge is +1. For the HOMO-LUMO gap, the calculation gives 8.72 eV.

Atomic partial charges in e from the natural (NBO) method, atoms 1 to 4: -0.453 0.497 -0.911 0.375

***

Which one is most stable, and which one is least stable? x is the most stable of them, while z is the least stable.

***

w | # C8H18N3

2 unconnected molecules or ions with the total composition C8H18N3 (ωB97M-V/def2-TZVPD, the OMol25 dataset).

Element x y z (Å)
H: -2.515 -1.209 -1.203
H: 1.928 1.188 -1.331
H: -0.868 -2.949 2.077
H: -1.590 -0.013 2.977
N: -1.521 0.421 2.013
H: -2.633 -1.068 0.983
H: 3.445 -0.724 -1.380
H: -1.275 2.444 0.404
C: 0.577 -0.740 -0.119
C: -1.528 1.890 -0.447
H: 0.673 -3.401 1.255
H: -0.590 1.697 -1.010
H: -1.005 1.343 1.982
H: -3.476 0.219 -1.829
C: -1.960 -0.195 0.849
H: 2.722 1.692 0.090
N: -2.103 0.564 -0.216
C: -2.517 -0.087 -1.423
N: 1.539 0.055 0.414
H: -1.775 0.003 -2.285
C: 3.699 0.138 -0.770
H: 0.481 -0.454 -1.253
C: -0.179 -1.523 0.735
C: 2.430 0.857 -0.398
H: -2.293 2.492 -1.038
C: -0.156 -2.679 1.337
H: 4.349 0.662 -1.394
H: 1.963 -0.145 1.330
H: 4.028 -0.133 0.162

The molar mass comes out at 156.25 g mol⁻¹. The net charge is +1. For the HOMO-LUMO gap, the calculation gives 8.37 eV.

Atomic partial charges in e from the natural (NBO) method, atoms 1 to 4: 0.226 0.190 0.201 0.436

***

x | # C8H18N3

2 unconnected molecules or ions with the total composition C8H18N3 (ωB97M-V/def2-TZVPD, the OMol25 dataset).

Element x y z (Å)
H: -3.269 1.544 1.660
H: 2.689 -1.227 0.050
H: 0.033 2.371 -2.050
C: -2.660 0.632 1.850
H: 0.465 1.611 1.941
C: 2.312 -2.125 -0.464
N: -0.734 0.719 0.474
H: 2.675 -2.107 -1.507
H: -0.697 3.573 -1.000
H: 2.658 -3.047 0.011
H: 0.707 -0.178 -1.082
H: 1.032 3.339 0.542
C: 0.901 2.425 -0.039
C: 0.593 1.280 0.904
H: -1.652 0.881 -1.425
H: -0.924 -1.092 -0.698
H: -2.267 2.039 -0.242
H: -3.083 -0.163 2.489
H: 1.325 0.464 0.900
C: -0.272 2.566 -1.020
C: -1.351 1.564 -0.622
H: -0.207 -3.833 -1.135
H: -0.710 -3.224 0.473
N: 0.848 -2.124 -0.371
C: 0.153 -3.401 -0.185
H: 0.878 -4.091 0.255
N: -1.451 0.418 1.538
H: 1.839 2.237 -0.561
C: 0.168 -1.050 -0.686

The molar mass comes out at 156.25 g mol⁻¹. The net charge is +1. For the HOMO-LUMO gap, the calculation gives 7.48 eV.

Atomic partial charges in e from the natural (NBO) method, atoms 1 to 4: 0.172 0.231 0.220 -0.105

***

Which one is most stable, and which one is least stable? w is the most stable of them, while x is the least stable.

***

w | # C9H21NO4

2 unconnected molecules or ions with the total composition C9H21NO4 (ωB97M-V/def2-TZVPD, the OMol25 dataset).

Element x y z (Å)
C: -2.705 1.242 -0.500
H: 2.686 2.645 -0.448
H: 3.888 1.341 -0.582
H: -3.007 -1.572 0.183
H: -2.467 2.303 -0.567
C: -1.407 0.425 -0.581
C: -1.522 -0.929 -1.285
H: -1.065 0.256 0.445
H: 5.798 1.204 1.783
O: -4.921 -0.562 -2.432
C: 2.822 1.579 -0.625
O: -3.592 0.995 -1.598
H: 3.369 -1.971 1.567
O: 2.093 0.892 0.374
H: -2.570 -2.824 -0.990
H: -0.624 1.015 -1.060
H: -1.471 -2.394 0.320
H: 4.921 0.549 3.181
H: 2.861 -0.541 2.483
H: -4.812 -0.692 0.367
H: 1.387 -1.012 0.549
H: 2.443 1.337 -1.625
H: -0.521 -1.273 -1.548
C: 3.280 -0.881 1.530
N: -5.212 0.047 -0.203
H: -3.227 1.110 0.448
C: 4.844 0.803 2.118
C: -2.186 -1.991 -0.401
O: 4.579 -0.349 1.340
H: -6.168 -0.244 -0.386
H: -2.097 -0.817 -2.205
H: 2.763 -0.837 -0.554
C: -4.576 0.084 -1.489
C: 2.346 -0.503 0.401
H: 4.069 1.563 1.990

The molar mass comes out at 207.27 g mol⁻¹. The SMILES is CCCCOC(N)=O.COCCOC. For the HOMO-LUMO gap, the calculation gives 10.21 eV.

Atomic partial charges in e from the natural (NBO) method, atoms 1 to 4: -0.077 0.192 0.180 0.173

***

x | # C9H21NO4

A single C9H21NO4 molecule (ωB97M-V/def2-TZVPD, the OMol25 dataset).

Element x y z (Å)
H: 1.441 1.283 -1.484
H: -1.046 0.963 1.288
H: 3.059 1.335 1.119
C: 2.260 1.781 0.469
H: -3.991 1.689 -0.413
C: 2.932 -1.862 0.013
H: -3.762 -1.587 1.194
O: 4.110 -1.124 0.071
O: -1.872 -0.855 -0.765
H: 3.019 -2.701 0.597
H: 4.718 -1.341 -0.735
C: 0.288 -0.985 -1.240
H: -4.608 -0.102 1.043
H: 1.973 3.650 0.307
H: 0.852 -0.898 -2.135
N: 1.075 -0.218 -0.215
O: 2.385 3.015 -0.280
O: -0.839 -0.248 -1.478
C: -3.971 -0.789 0.429
H: 2.595 -2.254 -0.991
H: 0.133 -2.012 -0.913
C: 1.726 -1.136 0.675
H: -2.410 2.117 -0.450
H: 2.865 0.571 -1.203
H: -3.162 1.016 -1.978
H: -1.771 -0.607 1.887
H: 1.022 -1.889 0.918
H: 2.328 -0.872 1.562
H: -2.382 1.018 2.159
H: 1.351 1.760 1.081
C: 1.955 0.900 -0.727
C: -1.981 0.286 1.435
C: -2.692 -0.023 0.094
H: -4.577 -1.187 -0.464
C: -3.022 1.304 -0.869

The molar mass comes out at 207.27 g mol⁻¹. The SMILES is CC(C)(C)OOCN(CCO)CCO. For the HOMO-LUMO gap, the calculation gives 8.82 eV.

Atomic partial charges in e from the natural (NBO) method, atoms 1 to 4: 0.199 0.228 0.184 -0.089

***

Which one is most stable, and which one is least stable? w is the most stable of them, while x is the least stable.

***

w | # C2H6N2O

2 unconnected molecules or ions with the total composition C2H6N2O (ωB97M-V/def2-TZVPD, the OMol25 dataset).

Element x y z (Å)
H: 3.002 -0.012 3.256
N: 2.264 1.958 2.777
H: -0.708 -1.310 -3.283
H: -1.674 0.343 -1.829
C: 2.263 0.777 3.288
C: -1.833 -1.312 -3.114
H: -3.068 -0.603 -1.651
O: -2.647 -2.002 -3.706
N: -2.163 -0.545 -1.976
H: 1.439 0.439 3.981
H: 3.126 2.267 2.257

The molar mass comes out at 74.08 g mol⁻¹. The SMILES is NC=O.C=N. For the HOMO-LUMO gap, the calculation gives 11.06 eV.

Atomic partial charges in e from the natural (NBO) method, atoms 1 to 4: 0.146 -0.605 0.112 0.391

***

x | # C2H6N2O

A molecular structure, C2H6N2O (ωB97M-V/def2-TZVPD, the OMol25 dataset).

Element x y z (Å)
H: -0.882 0.505 -1.503
H: -1.553 -0.568 1.140
C: 0.591 -0.541 -0.315
N: 1.150 0.637 0.389
C: -0.824 -0.276 -0.737
H: 1.227 1.503 -0.133
O: 1.141 -1.619 -0.174
H: 2.002 0.411 0.892
N: -1.288 0.235 0.569
H: -1.309 -1.201 -1.055
H: -0.254 0.914 0.927

The molar mass comes out at 74.08 g mol⁻¹. For the HOMO-LUMO gap, the calculation gives 9.23 eV.

Atomic partial charges in e from the natural (NBO) method, atoms 1 to 4: 0.195 0.359 0.688 -0.907

***

Which one is most stable, and which one is least stable? w is the most stable of them, while x is the least stable.

***

w | # C2H6N2O

2 unconnected molecules or ions with the total composition C2H6N2O (ωB97M-V/def2-TZVPD, the OMol25 dataset).

Element x y z (Å)
C: 0.508 0.221 1.535
H: 1.667 1.737 0.843
H: -2.206 -0.066 -0.889
H: 0.253 0.820 2.418
N: 1.235 0.872 0.573
H: 0.930 0.675 -0.372
H: 0.108 -0.302 -2.609
H: -0.700 -1.157 -0.641
C: -1.239 -0.429 -1.242
N: -0.746 0.125 -2.256
O: 0.051 -0.895 1.439

The molar mass comes out at 74.08 g mol⁻¹. The SMILES is NC=O.C=N. For the HOMO-LUMO gap, the calculation gives 10.80 eV.

Atomic partial charges in e from the natural (NBO) method, atoms 1 to 4: 0.529 0.396 0.162 0.106

***

x | # C2H6N2O

A single C2H6N2O molecule (ωB97M-V/def2-TZVPD, the OMol25 dataset).

Element x y z (Å)
H: -1.819 -1.737 0.703
H: 2.324 -0.205 -0.274
C: 0.422 0.542 -0.122
H: -1.078 0.189 1.213
H: -1.665 -1.678 -0.901
C: -0.965 -0.057 0.146
H: -1.730 0.515 -0.364
O: 0.503 1.742 -0.260
N: -1.161 -1.520 -0.038
H: 1.171 -1.132 0.702
N: 1.452 -0.306 0.217

The molar mass comes out at 74.08 g mol⁻¹. The SMILES is NCC(N)=O. For the HOMO-LUMO gap, the calculation gives 10.42 eV.

Atomic partial charges in e from the natural (NBO) method, atoms 1 to 4: 0.357 0.406 0.662 0.211

***

y | # C2H6N2O

A single C2H6N2O molecule (ωB97M-V/def2-TZVPD, the OMol25 dataset).

Element x y z (Å)
C: 1.660 -0.270 -0.760
C: -0.666 -0.071 -0.242
H: -1.155 -0.863 -0.926
H: 1.230 -0.712 -1.602
N: -1.572 0.104 0.761
H: -0.446 0.730 1.860
H: -2.535 0.423 0.304
N: 0.625 0.357 -0.067
H: 2.331 0.358 -1.308
H: 1.949 -1.080 -0.027
O: -1.421 1.024 2.007

The molar mass comes out at 74.08 g mol⁻¹. The SMILES is C/N=C/NO. For the HOMO-LUMO gap, the calculation gives 9.85 eV.

Atomic partial charges in e from the natural (NBO) method, atoms 1 to 4: -0.436 0.214 0.188 0.165

***

Which one is most stable, and which one is least stable? x is the most stable of them, while y is the least stable.